{
  "formula": "C38H41FeN6P2STe",
  "method": "ωB97M-V/def2-TZVPD",
  "species": ["C", "C", "C", "H", "C", "C", "C", "C", "H", "N", "C", "N", "H", "C", "C", "H", "C", "H", "C", "C", "C", "C", "P", "H", "H", "H", "H", "S", "H", "C", "H", "H", "H", "C", "C", "H", "H", "H", "C", "Te", "C", "H", "C", "P", "C", "C", "C", "C", "H", "H", "H", "H", "C", "H", "C", "N", "H", "N", "C", "H", "H", "N", "H", "H", "H", "C", "H", "C", "H", "H", "H", "H", "H", "H", "C", "C", "C", "C", "C", "H", "N", "H", "C", "H", "H", "C", "H", "C", "Fe", "H"],
  "xyz": [[0.866, -3.265, -2.907], [0.537, -2.874, 3.738], [3.753, 1.596, -1.908], [1.858, -0.622, 2.716], [0.266, -5.551, -2.626], [-0.107, -4.213, -2.648], [2.158, -3.703, -3.161], [-3.211, 2.032, 0.235], [1.445, 3.739, 1.949], [-1.513, 1.951, 3.308], [-5.343, 1.775, 1.000], [1.497, -5.968, -2.850], [0.046, 5.592, -3.902], [-3.867, -3.794, -1.712], [-0.866, 2.916, 4.197], [0.997, 3.771, -0.153], [0.390, -0.481, -1.182], [-0.466, -6.324, -2.432], [-0.476, -1.931, 3.802], [2.926, 0.625, -1.352], [-3.564, -2.649, -2.432], [0.504, 4.821, -1.958], [-0.960, -0.645, -0.023], [-6.058, 2.016, 1.774], [-4.942, 0.157, -1.946], [2.758, -1.449, -0.823], [1.181, 0.929, 4.365], [-1.709, 2.771, 0.268], [-1.596, 3.549, 4.722], [-5.728, 1.022, -0.138], [2.941, -2.997, -3.401], [0.500, 4.573, 4.065], [1.205, -2.750, 0.418], [-4.763, 0.754, -1.062], [-0.268, -1.558, 1.425], [-2.199, 2.449, 2.738], [0.839, -3.406, 4.628], [-4.567, -4.516, -2.105], [0.253, 4.708, -3.316], [0.503, -1.158, -3.185], [2.073, 1.117, 3.766], [-1.905, -3.273, 0.988], [-2.669, -1.726, -1.922], [1.261, 1.022, -0.704], [-3.266, -4.009, -0.482], [0.797, 3.694, -1.216], [0.286, 3.465, -3.921], [-2.048, -1.942, -0.691], [-6.736, 0.671, -0.261], [0.644, 1.376, -3.668], [0.463, 5.788, -1.479], [3.413, -5.446, -3.317], [0.849, 2.439, -1.818], [1.917, -3.914, 2.478], [1.143, -3.161, 2.522], [1.915, 0.374, 2.516], [2.289, 3.176, 4.393], [1.080, 3.097, 2.647], [0.051, 3.832, 3.388], [3.129, 2.750, 2.890], [4.935, -2.070, -1.789], [-3.519, 1.245, -0.872], [-2.442, -0.836, -2.498], [-0.962, -1.726, 4.744], [-1.134, -3.932, -2.482], [0.588, 2.338, -3.177], [2.957, 0.793, 4.333], [-2.368, -3.089, 0.030], [-4.026, -2.482, -3.395], [3.425, 2.626, -1.941], [-0.290, 2.371, 4.946], [-2.788, 1.133, -1.566], [2.738, 0.514, 1.932], [5.604, 1.999, -2.895], [2.204, 2.610, 3.456], [2.420, -5.064, -3.118], [-0.870, -1.272, 2.652], [5.403, -0.076, -2.415], [4.603, -1.042, -1.825], [-3.493, -4.899, 0.084], [-4.129, 2.227, 1.180], [-1.694, -0.569, 2.673], [0.748, -2.507, 1.367], [0.080, 3.371, -4.977], [-0.559, 4.350, 2.643], [3.377, -0.693, -1.290], [6.353, -0.349, -2.848], [4.980, 1.243, -2.443], [-0.008, 1.280, 1.390], [-2.037, 1.280, 3.862]],
  "homo_lumo_gap_ev": [5.488, 5.503],
  "molar_mass_g_mol": 859.2,
  "spin_multiplicity": 5,
  "total_charge": 1,
  "homo_energy_ev": [-8.75, -8.83]
}


{
  "formula": "C2H6N2O",
  "method": "ωB97M-V/def2-TZVPD",
  "species": ["H", "H", "H", "C", "H", "N", "N", "C", "O", "H", "H"],
  "xyz": [[-0.838, 0.622, -1.346], [1.791, 0.173, -1.586], [0.018, -1.611, 0.113], [-0.265, 0.218, 0.928], [-1.293, -1.567, 1.319], [-0.472, -1.181, 0.885], [0.970, -0.278, -1.174], [0.123, 0.671, -0.848], [-1.252, 0.900, 1.173], [0.517, 1.689, -0.890], [0.703, 0.365, 1.426]],
  "homo_lumo_gap_ev": 8.374,
  "molar_mass_g_mol": 74.1,
  "homo_energy_ev": -9.64,
  "relative_energy_kj_mol": 449.4
}


{
  "formula": "C25H23N3O6S",
  "method": "ωB97M-V/def2-TZVPD",
  "species": ["N", "C", "C", "H", "H", "C", "C", "C", "H", "O", "C", "C", "H", "H", "O", "C", "H", "S", "O", "N", "H", "H", "O", "C", "H", "C", "H", "H", "C", "H", "H", "C", "H", "C", "C", "C", "N", "H", "H", "C", "H", "C", "C", "C", "O", "C", "H", "H", "O", "C", "H", "C", "C", "H", "C", "H", "C", "H"],
  "xyz": [[0.608, -2.497, 0.060], [1.814, -1.815, 0.405], [-1.246, -3.088, -1.971], [-3.335, 2.758, -1.485], [-2.293, -3.144, -2.390], [-5.290, 1.850, -1.392], [-4.221, 2.192, -1.018], [1.753, -1.082, 1.459], [1.859, -0.439, -2.462], [0.501, -0.448, 1.991], [2.929, 1.227, -1.614], [-4.038, 1.312, 0.259], [2.945, 0.471, 2.835], [-2.826, 0.499, 1.716], [4.193, 2.962, -0.586], [2.792, -0.266, 2.001], [1.729, 3.409, 0.739], [-2.714, -1.199, -0.101], [-0.687, -2.999, 1.705], [-1.733, 1.167, 0.656], [-0.516, -4.522, -3.013], [-2.294, -3.578, -0.113], [4.136, 0.876, -2.134], [-0.702, -4.447, -2.082], [-6.033, 2.362, -2.220], [0.317, 0.176, 3.024], [4.995, -0.227, 2.143], [0.706, 1.063, 3.095], [0.678, 1.904, -0.199], [5.801, 1.540, -1.121], [0.713, -2.199, -1.057], [-1.421, 0.169, -0.609], [-1.439, -5.293, -1.878], [2.942, 2.153, -0.584], [0.671, 0.461, -1.047], [-2.925, 1.250, 1.187], [-0.321, -0.179, -1.144], [-0.812, 0.157, 3.488], [0.105, -4.522, -1.569], [-0.457, -2.874, 0.321], [-2.645, 2.239, 1.709], [-0.688, 2.165, 0.674], [1.785, 0.318, -1.915], [-1.508, -2.704, -0.523], [-0.645, 2.917, 1.472], [1.704, 2.500, 0.147], [0.818, -0.345, 4.059], [-0.672, -2.351, -2.283], [-5.016, 0.695, 0.583], [4.077, -0.517, 1.619], [3.028, -2.782, -0.632], [4.916, 1.939, -1.503], [-5.940, 1.018, -0.391], [5.153, -1.896, 0.067], [3.032, -2.147, -0.067], [5.364, 2.685, -2.018], [4.275, -1.665, 0.549], [-6.983, 0.812, -0.445]],
  "homo_lumo_gap_ev": 6.742,
  "molar_mass_g_mol": 493.5,
  "homo_energy_ev": -7.69,
  "relative_energy_kj_mol": 2591.9
}


{
  "formula": "C26H21BClF3NO19",
  "method": "ωB97M-V/def2-TZVPD",
  "species": ["C", "H", "H", "H", "F", "C", "O", "C", "O", "N", "C", "H", "O", "H", "O", "O", "C", "O", "H", "H", "C", "C", "O", "H", "H", "O", "H", "C", "O", "F", "O", "H", "C", "H", "O", "C", "C", "O", "O", "C", "C", "O", "Cl", "O", "H", "C", "H", "H", "O", "C", "H", "O", "H", "C", "H", "C", "C", "C", "B", "C", "O", "C", "O", "C", "F", "C", "H", "C", "H", "H", "C", "C"],
  "xyz": [[-0.844, -5.525, -3.195], [-4.959, -3.208, 2.728], [-1.698, 4.392, -2.912], [1.342, 1.890, -1.567], [-0.574, 0.977, -1.031], [-1.442, -3.448, -4.521], [7.508, 1.590, 5.549], [-0.562, 2.730, 1.890], [-0.465, 3.205, 0.763], [1.237, 2.946, -3.352], [-6.189, -4.113, -0.401], [-2.834, -1.499, -0.710], [5.446, 5.349, 2.111], [-0.625, -5.983, -2.240], [8.058, 5.185, 2.591], [-6.926, -4.699, 1.805], [-6.043, -4.017, 1.090], [1.841, 2.643, 2.003], [-2.731, 2.695, 1.962], [6.242, 5.839, 1.825], [-1.174, -5.574, -5.654], [-1.113, -4.096, -3.209], [-1.088, -3.397, -2.211], [1.157, 2.809, -4.365], [2.273, 1.175, -2.855], [0.227, 4.360, -1.547], [-0.058, 3.726, -0.854], [-1.467, -4.144, -5.663], [-3.221, -1.878, 1.273], [0.535, -0.737, -1.552], [-1.074, 3.865, -3.433], [-7.512, -5.142, 1.161], [-0.872, -6.226, -4.336], [8.962, 3.383, 4.275], [-0.725, 1.202, 5.653], [7.364, 4.378, 3.178], [1.320, 1.638, -2.625], [-1.703, -2.140, -4.471], [-0.636, -7.529, -4.375], [7.072, 2.513, 4.700], [-0.625, 1.645, 4.531], [-1.166, -6.257, -6.657], [2.708, 3.817, -3.009], [-7.075, -4.808, -0.855], [1.558, 1.652, 4.429], [5.594, 2.526, 4.444], [-1.700, -3.687, -6.614], [1.591, 3.011, 1.138], [-3.416, -1.921, -1.371], [-1.836, 2.467, 2.523], [3.992, 3.544, 3.378], [4.896, 1.700, 5.001], [6.719, 1.093, 5.838], [-0.265, 0.170, -1.996], [-1.623, -1.887, -3.529], [5.883, 4.407, 2.945], [-1.879, 1.955, 3.764], [-5.256, -3.361, -1.234], [0.046, 3.775, -2.768], [5.061, 3.536, 3.539], [0.229, 0.879, -3.025], [-4.132, -2.553, 0.824], [-3.015, 1.697, 4.380], [0.690, 2.399, 2.642], [-1.346, -0.416, -2.406], [0.658, 1.893, 3.877], [-5.380, -3.423, -2.306], [-5.075, -3.283, 1.656], [-0.715, -7.792, -5.313], [-2.775, 1.337, 5.258], [7.896, 3.383, 4.101], [-4.294, -2.629, -0.664]],
  "homo_lumo_gap_ev": 6.699,
  "molar_mass_g_mol": 754.7,
  "total_charge": 1,
  "homo_energy_ev": -11.33,
  "relative_energy_kj_mol": 49.1
}


E_tot readings, ordered: -4413.5743 -264.4162 -1979.4048 -3272.1454 hartree